# 1
Below is an isolated molecule of C4H6O2 at a distorted geometry, with properties calculated with ωB97M-V/def2-TZVPD.

LUMO level = 0.837 eV
2S+1 = 1
HOMO = -9.71 eV
Largest force on an atom = 2.389 eV/A
Energy relative to the best compared isomer or geometry (same formula, charge and spin) = 172.2 kJ/mol
Electronic energy = -306.4407 Eh
SMILES string = O=C1CC[C@@H]1O
Net charge = 0

Each atom is followed by the atoms it is bonded to, with distances in Å.
Element x y z (Å)
1 H -0.217 1.555 -1.888  C10 1.155
2 H 1.110 0.260 -1.581  C10 1.119
3 O 1.185 1.005 0.993  H6 1.013, C9 1.373
4 H -0.830 -1.450 -1.832  C5 1.099
5 C -0.926 -0.547 -1.215  H4 1.099, C10 1.584, H11 1.095, C12 1.560
6 H 1.629 0.183 1.384  O3 1.013
7 H -0.644 1.628 0.602  C9 1.092
8 O -0.065 -1.490 0.996  C12 1.215
9 C 0.022 0.822 0.287  O3 1.373, H7 1.092, C10 1.553, C12 1.557
10 C 0.113 0.648 -1.254  H1 1.155, H2 1.119, C5 1.584, C9 1.553
11 H -1.922 -0.101 -1.307  C5 1.095
12 C -0.557 -0.624 0.300  C5 1.560, O8 1.215, C9 1.557

=====

# 2
Below is an isolated molecule of C15H16N2O3S at a distorted geometry, with properties calculated with ωB97M-V/def2-TZVPD.

LUMO level = -0.029 eV
2S+1 = 1
HOMO = -8.51 eV
Largest force on an atom = 1.276 eV/A
Energy relative to the best compared isomer or geometry (same formula, charge and spin) = 109.4 kJ/mol
Electronic energy = -1314.6355 Eh
SMILES string = CC(=O)c1sc(NC(=O)CCOc2ccccc2)nc1C
Net charge = 0

Each atom is followed by the atoms it is bonded to, with distances in Å.
Element x y z (Å)
1 C -2.106 -4.209 -3.679  C4 1.379, C19 1.387, H34 1.080
2 C -0.933 -2.191 -3.091  C4 1.396, C25 1.390, O27 1.362
3 C 0.265 2.957 6.008  H8 1.089, C21 1.508, H22 1.089, H31 1.087
4 C -1.684 -3.308 -2.725  C1 1.379, C2 1.396, H15 1.079
5 H 3.305 0.436 1.981  C18 1.086
6 H 3.002 0.107 3.706  C18 1.089
7 H -1.974 2.295 0.736  N28 1.015
8 H -0.640 2.356 6.069  C3 1.089
9 C -1.042 -2.909 -5.379  H13 1.080, C19 1.382, C25 1.386
10 C -0.983 1.331 -0.739  C23 1.505, O24 1.204, N28 1.389
11 C 0.863 2.007 3.765  S14 1.747, C21 1.456, C36 1.381
12 H 0.524 -0.097 -0.252  C23 1.090
13 H -0.787 -2.748 -6.417  C9 1.080
14 S -0.702 2.462 3.138  C11 1.747, C35 1.757
15 H -1.925 -3.443 -1.682  C4 1.079
16 H -2.119 -4.719 -5.762  C19 1.079
17 H -0.028 -1.146 -4.744  C25 1.079
18 C 2.975 0.862 2.923  H5 1.086, H6 1.089, H26 1.088, C36 1.482
19 C -1.787 -4.014 -5.014  C1 1.387, C9 1.382, H16 1.079
20 H 1.099 1.317 -1.129  C23 1.091
21 C 1.282 2.265 5.136  C3 1.508, C11 1.456, O33 1.214
22 H 0.002 3.922 5.576  C3 1.089
23 C 0.287 0.591 -1.063  C10 1.505, H12 1.090, H20 1.091, C29 1.526
24 O -1.885 1.539 -1.508  C10 1.204
25 C -0.611 -1.997 -4.429  C2 1.390, C9 1.386, H17 1.079
26 H 3.649 1.659 3.232  C18 1.088
27 O -0.560 -1.369 -2.070  C2 1.362, C29 1.412
28 N -1.094 1.823 0.555  H7 1.015, C10 1.389, C35 1.359
29 C 0.149 -0.186 -2.370  C23 1.526, O27 1.412, H32 1.097, H37 1.099
30 N 0.973 1.279 1.579  C35 1.291, C36 1.352
31 H 0.675 3.102 7.003  C3 1.087
32 H -0.402 0.418 -3.101  C29 1.097
33 O 2.380 1.938 5.534  C21 1.214
34 H -2.688 -5.069 -3.382  C1 1.080
35 C -0.218 1.777 1.594  S14 1.757, N28 1.359, N30 1.291
36 C 1.598 1.390 2.773  C11 1.381, C18 1.482, N30 1.352
37 H 1.142 -0.430 -2.771  C29 1.099